[1]
Formula: C32H69Br10N7O6
Source: the OMol25 dataset
Level of theory: ωB97M-V with the def2-TZVPD basis set

As for the HOMO-LUMO gap: 8.9 eV. As for the spin multiplicity: 1. Its structure (SMILES) is CN(C)C=O.CN(C)C=O.CN(C)C=O.CN(C)C=O.CN(C)C=O.CN(C)C=O.BrCCBr.BrCCBr.BrCCBr.BrCCBr.BrCCBr.CCCC#N.

Each line ends with the Löwdin charge.
Atoms and positions in Å:
C -4.786 1.137 1.813  -0.075
N -5.048 1.043 0.387  -0.173
C -4.778 -0.271 -0.175  -0.035
C -5.285 2.114 -0.390  -0.364
O -5.317 2.095 -1.611  -0.011
H -5.534 0.558 2.359  0.089
H -4.733 2.155 2.196  0.023
H -3.818 0.682 2.037  0.078
H -4.673 -0.242 -1.256  0.085
H -3.827 -0.672 0.164  0.078
H -5.633 -0.913 0.044  0.094
H -5.404 3.079 0.112  0.093
C -1.449 2.611 -5.071  -0.012
N -0.735 1.567 -4.320  -0.180
C 0.358 0.919 -5.013  -0.084
C -1.202 1.132 -3.156  -0.341
O -0.717 0.204 -2.507  -0.033
H -0.657 3.228 -5.504  0.087
H -2.118 3.146 -4.409  0.091
H -1.931 2.197 -5.960  0.094
H 1.056 1.702 -5.331  0.053
H 0.945 0.197 -4.460  0.051
H -0.026 0.498 -5.942  0.064
H -2.065 1.714 -2.792  0.132
C -4.329 -5.089 0.050  -0.051
N -3.460 -5.086 1.217  -0.168
C -2.589 -3.939 1.280  -0.134
C -3.262 -6.123 2.035  -0.336
O -2.400 -6.192 2.892  0.002
H -4.943 -5.984 0.004  0.087
H -3.726 -5.010 -0.859  0.050
H -4.922 -4.173 0.066  0.085
H -1.777 -4.026 0.551  -0.033
H -3.122 -3.037 1.003  0.070
H -2.100 -3.721 2.221  0.075
H -3.954 -6.948 1.802  0.134
C 0.266 -5.025 2.306  -0.062
N 1.106 -4.270 3.213  -0.172
C 2.529 -4.359 2.991  -0.081
C 0.589 -3.415 4.124  -0.346
O 1.247 -2.608 4.755  -0.003
H 0.470 -4.631 1.301  0.070
H -0.795 -4.901 2.491  0.022
H 0.550 -6.078 2.295  0.098
H 3.112 -4.540 3.896  0.092
H 2.704 -5.230 2.361  0.075
H 2.963 -3.477 2.518  0.049
H -0.491 -3.556 4.279  0.137
C 1.854 0.241 -0.600  -0.108
N 1.207 -0.556 0.409  -0.162
C 1.694 -0.347 1.760  -0.027
C 0.061 -1.191 0.074  -0.402
O -0.695 -1.723 0.873  -0.053
H 1.535 1.295 -0.585  0.025
H 1.653 -0.133 -1.605  0.041
H 2.938 0.218 -0.463  0.062
H 1.406 0.644 2.110  0.070
H 1.398 -1.143 2.440  0.080
H 2.783 -0.366 1.689  0.031
H -0.112 -1.281 -1.005  0.031
C -3.509 0.624 5.316  -0.058
N -3.010 1.847 4.706  -0.188
C -3.644 3.081 5.193  -0.042
C -1.912 1.781 3.923  -0.330
O -1.305 2.755 3.492  -0.042
H -4.382 0.285 4.751  0.079
H -3.767 0.753 6.367  0.090
H -2.783 -0.188 5.307  0.088
H -3.439 3.197 6.255  0.092
H -3.196 3.897 4.639  0.036
H -4.702 2.964 4.966  0.089
H -1.598 0.742 3.745  0.140
Br 0.634 5.594 3.263  0.683
C 2.370 4.763 2.839  -0.674
C 2.127 3.342 2.427  -0.663
Br 3.923 2.538 2.255  0.699
H 2.953 4.836 3.754  0.046
H 2.900 5.381 2.119  0.058
H 1.669 3.252 1.444  -0.021
H 1.524 2.732 3.094  0.049
Br 0.000 -2.391 -5.878  0.645
C -1.165 -2.638 -4.304  -0.653
C -0.289 -2.978 -3.100  -0.629
Br -1.536 -3.198 -1.578  0.885
H -1.839 -3.474 -4.466  0.050
H -1.676 -1.700 -4.126  0.038
H 0.341 -2.124 -2.873  -0.012
H 0.295 -3.881 -3.240  0.058
Br -3.824 4.757 1.947  0.702
C -2.099 4.629 1.001  -0.666
C -1.939 3.375 0.162  -0.616
Br -0.129 3.428 -0.596  0.782
H -1.349 4.655 1.783  -0.058
H -2.048 5.469 0.313  0.054
H -2.586 3.291 -0.707  0.042
H -2.108 2.477 0.756  0.055
Br 7.022 2.310 -1.616  0.621
C 5.883 1.156 -0.481  -0.690
C 6.704 0.677 0.696  -0.673
Br 5.802 -0.654 1.844  0.651
H 5.522 0.361 -1.129  0.021
H 5.037 1.757 -0.161  -0.015
H 6.971 1.580 1.246  0.052
H 7.635 0.204 0.399  0.046
Br 2.829 -3.496 -0.485  0.693
C 4.418 -2.429 -0.940  -0.685
C 4.767 -2.370 -2.437  -0.603
Br 3.218 -1.783 -3.457  0.738
H 5.248 -2.733 -0.305  0.038
H 4.195 -1.432 -0.569  -0.021
H 5.211 -3.285 -2.807  0.066
H 5.435 -1.510 -2.422  0.045
C 3.169 1.569 -3.483  -0.131
C 2.264 2.819 -3.250  -0.238
C 2.723 3.952 -4.162  -0.175
C 2.706 3.608 -5.590  -0.238
N 2.610 3.325 -6.698  0.158
H 2.867 0.995 -4.358  0.029
H 3.029 0.882 -2.648  -0.004
H 4.204 1.896 -3.569  0.072
H 2.367 2.972 -2.178  0.076
H 1.255 2.499 -3.511  0.067
H 3.774 4.231 -4.010  0.120
H 2.225 4.905 -3.974  0.119

***

[2]
Formula: C32H52N4O5PSZn
Source: the OMol25 dataset
Level of theory: ωB97M-V with the def2-TZVPD basis set

As for the net charge: +1. As for the HOMO-LUMO gap: 8.6 eV. As for the spin multiplicity: 1.

Each line ends with the Löwdin charge.
Atoms and positions in Å:
Zn 0.440 0.085 -0.360  0.605
N 2.390 -0.466 0.405  0.016
C 2.320 -0.532 1.879  -0.204
C 0.954 -1.059 2.319  -0.161
N -0.172 -0.389 1.644  -0.086
C -0.727 0.795 2.296  -0.186
C 0.133 2.034 2.048  -0.205
N 0.515 2.146 0.625  0.009
H 3.270 -0.055 0.116  0.104
H 2.376 -1.424 0.042  0.063
H 3.087 -1.194 2.288  0.120
H 2.508 0.465 2.275  0.100
H 0.894 -2.115 2.052  0.112
H 0.865 -0.978 3.406  0.130
H -0.899 -1.085 1.507  0.090
H -1.718 0.954 1.870  0.091
H -0.837 0.652 3.377  0.128
H -0.413 2.915 2.394  0.120
H 1.045 1.977 2.641  0.105
H -0.237 2.581 0.101  0.063
H 1.337 2.730 0.535  0.098
N 0.958 0.788 -2.421  0.076
C 1.473 -0.179 -3.363  -0.301
C 2.803 -0.111 -3.750  -0.048
C 3.312 -1.052 -4.634  -0.084
C 2.496 -2.058 -5.128  -0.087
C 1.167 -2.122 -4.730  -0.067
C 0.651 -1.184 -3.850  -0.044
H 1.512 1.636 -2.484  0.104
H -0.001 1.020 -2.658  0.058
H 3.444 0.677 -3.369  0.109
H 4.349 -0.991 -4.939  0.107
H 2.895 -2.793 -5.813  0.108
H 0.528 -2.918 -5.086  0.117
H -0.373 -1.265 -3.508  0.111
C -2.776 -3.247 2.057  -0.022
C -2.364 -3.527 0.620  -0.613
C -3.097 -2.587 -0.333  -0.024
C -2.608 -4.985 0.258  -0.020
O -0.930 -3.273 0.598  -0.181
P -0.091 -3.065 -0.766  0.297
O -0.454 -3.977 -1.860  -0.240
O -0.172 -1.575 -1.046  -0.324
O 1.384 -3.277 -0.153  -0.203
C 2.346 -4.286 -0.587  -0.611
C 2.676 -4.079 -2.058  -0.023
C 3.568 -4.030 0.284  -0.029
C 1.789 -5.678 -0.329  -0.020
H -3.822 -3.517 2.206  0.091
H -2.665 -2.185 2.296  0.070
H -2.164 -3.829 2.747  0.092
H -4.173 -2.694 -0.191  0.082
H -2.854 -2.821 -1.370  0.090
H -2.821 -1.547 -0.137  0.072
H -3.678 -5.196 0.258  0.092
H -2.121 -5.639 0.983  0.093
H -2.205 -5.192 -0.732  0.076
H 3.023 -3.057 -2.236  0.082
H 1.796 -4.257 -2.673  0.073
H 3.466 -4.769 -2.360  0.098
H 4.071 -3.103 -0.002  0.079
H 4.280 -4.847 0.177  0.094
H 3.273 -3.965 1.333  0.088
H 0.866 -5.826 -0.887  0.079
H 1.589 -5.817 0.735  0.094
H 2.516 -6.425 -0.648  0.094
O -1.691 1.035 -0.820  -0.562
S -2.843 1.519 -1.669  1.008
C -2.324 3.100 -2.446  -0.268
C -2.777 3.162 -3.878  -0.296
C -2.360 2.193 -4.789  -0.056
C -2.778 2.246 -6.108  -0.063
C -3.622 3.266 -6.529  -0.070
C -4.043 4.231 -5.627  -0.067
C -3.623 4.177 -4.305  -0.042
C -4.063 2.193 -0.507  -0.272
C -4.779 1.070 0.185  -0.296
C -5.621 0.226 -0.536  -0.048
C -6.266 -0.824 0.094  -0.075
C -6.078 -1.042 1.453  -0.080
C -5.243 -0.205 2.178  -0.072
C -4.595 0.847 1.544  -0.051
H -1.235 3.107 -2.355  0.091
H -2.722 3.930 -1.863  0.093
H -1.705 1.386 -4.474  0.102
H -2.444 1.491 -6.807  0.112
H -3.952 3.307 -7.558  0.110
H -4.699 5.028 -5.950  0.110
H -3.950 4.936 -3.603  0.114
H -4.736 2.810 -1.107  0.112
H -3.507 2.821 0.192  0.104
H -5.766 0.391 -1.598  0.119
H -6.919 -1.474 -0.473  0.114
H -6.589 -1.857 1.949  0.111
H -5.100 -0.365 3.238  0.110
H -3.953 1.506 2.117  0.106

***

[3]
Formula: C2H2AlO2
Source: the OMol25 dataset
Level of theory: ωB97M-V with the def2-TZVPD basis set

As for the HOMO-LUMO gap (alpha / beta): 8.4 / 7.3 eV. As for the spin multiplicity: 2.

Each line ends with the Mulliken spin population.
Atoms and positions in Å:
H 0.972 1.111 -1.532  0.013
C 1.669 1.830 -1.052  -0.070
C 2.766 2.465 -1.296  0.288
H 3.385 2.380 -2.187  0.003
O 0.501 2.954 -0.282  0.110
O 0.910 3.699 0.903  0.084
Al 1.982 4.567 -0.286  0.571